11
Properties=species:S:1:pos:R:3:forces:R:3 method="wB97M-V/def2-TZVPD" e_above_lowest_ev=6.0849 homo_ev="-8.9944 / -7.0743" lumo_ev="-2.04 / -2.73" orbital_gap_ha="0.2557 / 0.1598"
C 0.46254 -3.44935 0.86972 0.2 2.1 -0.9
C 0.50209 -2.38958 0.23655 -0.3 -4.4 2.8
C -1.30844 1.73576 -0.27576 -1.1 -0.4 -0.4
N 0.37040 -1.34644 -0.44905 -0.5 1.2 -1.3
O -0.84785 2.98397 -0.39882 -4.2 -0.4 -0.4
S 1.18598 -0.38897 -1.27189 0.8 1.9 0.2
I 2.25249 1.42162 0.54422 -0.2 -0.7 -0.7
H 0.50653 -4.26041 1.55601 0.0 -0.1 -0.1
H 0.02835 3.21132 -0.31489 3.5 -0.2 0.5
H -2.42958 1.64599 -0.40682 1.7 0.3 0.1
H -0.72251 0.83609 -0.08927 0.1 0.8 0.1


10
Properties=species:S:1:pos:R:3:forces:R:3 method="wB97M-V/def2-TZVPD" e_above_lowest_ev=2.5839 homo_ev=-8.2205 lumo_ev=0.40 orbital_gap_ha=0.3167
C -0.08949 0.00208 -1.35035 1.8 -1.3 3.8
C -1.07096 0.72331 -0.89205 -0.1 0.0 0.4
C 0.83534 -0.62662 0.48735 -1.3 1.4 -3.8
N -0.32072 -0.50736 1.21548 -0.6 0.2 0.4
S -1.31487 0.85726 0.84592 0.2 -0.1 0.0
I 2.43075 0.82917 0.78744 -0.1 -0.2 0.0
H 0.34666 -0.29856 -2.26805 0.1 0.0 -0.6
H -1.79927 1.27696 -1.45859 -0.1 0.1 -0.3
H 1.24189 -1.62468 0.41192 0.1 0.0 0.1
H -0.25934 -0.63157 2.22091 0.0 0.0 -0.1


10
Properties=species:S:1:pos:R:3:forces:R:3 method="wB97M-V/def2-TZVPD" spin_multiplicity=3 s2=2.022 e_above_lowest_ev=0.7540 homo_ev="-5.3362 / -10.0292" lumo_ev="0.52 / -2.52" orbital_gap_ha="0.2151 / 0.2760"
C -1.56204 0.81837 1.07265 0.0 -4.8 -3.5
C -0.01234 -0.20850 -0.08164 1.9 -2.6 -2.6
C -0.46965 1.60774 1.34351 4.1 2.3 0.9
N -1.27061 -0.19345 0.22540 -3.6 0.9 1.8
S 0.94267 1.06510 0.51630 1.9 1.8 0.7
I 2.77762 -2.28310 -2.39605 1.0 1.5 0.7
H -2.52196 1.10724 1.19084 -3.0 0.6 0.6
H 1.99742 -3.46868 -2.96045 -1.0 -1.5 -0.7
H 0.47196 -0.92321 -0.82236 -1.0 0.9 1.2
H -0.35308 2.47849 1.91181 -0.3 1.0 0.8


12
Properties=species:S:1:pos:R:3:forces:R:3 method="wB97M-V/def2-TZVPD" charge=+2 homo_ev=-17.3633 lumo_ev=-7.25 orbital_gap_ha=0.3715
H -0.30832 -1.42183 -0.38613 -1.6 1.3 -4.1
C -0.32905 0.42824 -1.53535 3.1 0.8 2.6
C -0.80965 -0.91894 -1.56042 0.8 -2.0 3.2
O 0.40088 -1.33763 1.16149 1.0 3.3 -0.8
C 0.67669 -0.20985 1.45988 -0.9 -3.8 4.0
O 0.92175 0.52397 2.37088 0.0 0.6 -2.7
O -0.08559 1.06852 -0.44031 -1.3 -0.5 -2.2
K 2.00660 0.24011 5.09001 0.0 0.0 0.1
H 0.23531 0.76773 -2.42042 -0.7 0.5 -0.1
H -1.88408 -1.00942 -1.38006 0.0 -0.1 -0.2
H -0.44189 -1.46272 -2.43915 -0.5 0.1 0.3
Na -0.38265 3.33181 0.07958 0.0 -0.2 -0.2


12
Properties=species:S:1:pos:R:3:forces:R:3 method="wB97M-V/def2-TZVPD" e_above_lowest_ev=1.9531 homo_ev=-6.3545 lumo_ev=-0.88 orbital_gap_ha=0.2011
C -0.85887 -0.19479 -0.34958 -0.6 0.3 -0.5
C 0.51576 0.31469 -0.05149 0.2 0.5 0.1
O 1.34535 -0.79378 0.25122 0.0 -0.4 0.0
C 2.66547 -0.58251 0.49241 0.3 -0.1 0.1
O 3.04858 0.60417 0.42547 0.4 0.2 0.0
O -1.79410 0.55862 -0.53973 0.3 -0.4 0.1
H -0.97392 -1.29080 -0.47009 0.0 0.2 0.2
H 0.46330 1.03588 0.77890 0.1 -0.2 -0.2
H 0.87626 0.86667 -0.93633 -0.1 -0.1 0.3
Li 4.64226 -0.33918 0.84306 -0.8 0.1 -0.2
Na -4.54009 0.60424 -0.85709 0.1 -0.5 0.5
H -5.39000 -0.78322 0.41324 0.1 0.4 -0.4


11
Properties=species:S:1:pos:R:3:forces:R:3 method="wB97M-V/def2-TZVPD" spin_multiplicity=2 s2=0.754 e_above_lowest_ev=0.0000 homo_ev="-8.2084 / -9.6854" lumo_ev="-0.54 / -0.55" orbital_gap_ha="0.2818 / 0.3357"
O -0.84380 -1.34152 0.30535 0.0 -0.5 0.2
C -1.02095 -0.23584 0.88379 -1.3 0.1 -1.1
C 1.64824 0.08042 -0.43990 0.3 0.1 -0.2
O -1.84350 -0.07009 1.81934 0.1 -0.3 0.3
O -0.51228 0.88326 0.33674 0.3 0.5 0.6
C 0.36940 0.75171 -0.78228 0.1 -0.2 -0.4
Li -2.49371 -1.84025 1.30892 0.8 0.7 0.0
H 2.01528 -0.73940 -1.05788 -0.1 0.3 0.3
H 2.29223 0.50422 0.33290 -0.2 -0.2 -0.2
H -0.14991 0.21711 -1.59058 0.2 0.1 0.2
H 0.53900 1.79036 -1.11639 -0.1 -0.3 0.2


Number 1: electronic energy -25642.9469 eV. Number 2: electronic energy -23598.4486 eV. Number 3: electronic energy -23596.9791 eV. Number 4: electronic energy -30045.1209 eV. Number 5: electronic energy -13937.0679 eV. Number 6: electronic energy -9523.1660 eV.